(1)
90
Properties=species:S:1:pos:R:3:forces:R:3:lowdin_charge:R:1 method="wB97M-V/def2-TZVPD" multiplicity=4 homo_energy_ev="-11.987 / -14.212" s2=3.787 energy_ev=-63944.3581 e_above_lowest_kcal_mol=88.52 total_charge=+2
Re -0.214 0.923 -3.427 3.3 -1.2 6.9 1.322
P -1.364 -0.943 -1.804 1.4 0.4 1.6 0.910
P 2.138 -0.025 -2.265 0.5 1.0 1.6 1.126
C -0.600 -0.207 2.256 0.1 0.0 0.5 -0.630
C 0.946 0.702 -4.998 1.2 2.5 -0.7 -0.337
C -0.459 -0.318 0.853 0.3 -0.3 -3.8 -0.070
C -1.941 0.474 2.522 -0.3 0.2 -0.1 -0.007
C -2.739 0.356 -1.727 -0.9 0.8 0.7 -0.314
C 3.140 -2.362 -1.126 0.3 0.3 -0.3 -0.071
C -4.012 -4.401 -0.377 0.2 0.3 -0.1 -0.037
C 0.509 2.186 -4.791 1.0 -0.9 -1.8 -0.291
C -0.548 -1.652 2.745 0.1 -0.2 0.3 -0.009
C 3.080 1.333 -3.084 -0.3 0.1 -0.2 -0.386
C -3.600 -4.423 -1.718 0.0 0.0 0.0 -0.048
C 3.368 3.737 -3.238 0.4 0.3 -0.2 -0.052
C 0.271 -0.203 -5.958 0.7 -0.7 -1.3 -0.182
C -1.632 -0.193 -4.358 -2.2 -0.4 -0.3 -0.349
C -4.973 1.101 -2.408 -0.5 -0.1 0.0 -0.036
C 5.521 -2.630 -0.810 -0.2 0.2 0.0 -0.032
C -3.536 -3.399 0.478 -0.1 -0.1 -0.1 -0.040
C 0.523 0.591 2.904 0.1 0.0 0.2 -0.024
C 4.177 1.161 -3.934 -0.1 -0.2 -0.1 -0.079
C 4.235 -3.167 -0.844 -0.2 -0.1 0.1 -0.045
C 5.703 -1.261 -0.966 0.1 0.3 0.0 -0.042
C 4.688 2.284 -4.576 0.8 -0.4 -0.6 -0.039
C -2.488 1.705 -1.396 0.5 -0.1 -0.2 -0.137
C 2.639 2.641 -2.857 -0.6 -0.5 0.7 -0.200
C -1.805 1.960 -5.692 0.6 1.1 -0.5 -0.139
C -1.762 1.265 -4.375 -5.4 0.3 -3.1 -0.404
C -3.410 2.729 -1.616 -0.1 -0.2 -0.2 -0.069
C -2.702 -3.464 -2.205 -0.2 0.2 0.2 -0.067
C -2.702 -2.413 -0.027 -0.4 0.1 0.1 -0.094
C -4.053 0.075 -2.141 0.1 0.0 -0.4 -0.067
C -2.294 -2.422 -1.357 -0.4 -0.4 0.0 -0.314
C 4.630 -0.433 -1.256 -0.1 -0.4 -0.1 -0.076
C -0.522 2.775 -5.695 0.0 1.1 -0.5 -0.193
C 3.367 -1.004 -1.426 0.1 0.1 0.5 -0.346
C -0.049 -1.773 -2.803 1.3 -0.4 -0.3 -0.247
C -1.020 -0.883 -5.520 0.0 -0.2 -1.1 -0.183
C 1.396 1.471 -0.650 0.8 -0.3 0.9 -0.038
C -0.396 -0.496 -0.367 -1.6 -0.4 1.4 -0.155
C 4.364 3.576 -4.180 -0.1 -0.2 0.2 -0.023
C 1.262 -1.451 -3.097 -1.9 1.0 1.2 -0.249
C -4.656 2.443 -2.168 0.0 -0.4 -0.1 -0.048
H 0.549 1.636 2.592 0.0 0.0 -0.1 0.093
H -1.306 -2.277 2.265 0.1 0.1 0.2 0.077
H -0.725 3.769 -5.280 -0.1 0.0 -0.3 0.124
H -1.695 -0.891 -6.380 -0.2 0.0 0.1 0.132
H 0.443 -2.062 2.513 -0.2 -0.1 0.2 0.105
H 1.495 0.126 2.732 0.0 0.1 0.0 0.095
H -0.813 -1.933 -5.318 -0.1 0.0 0.2 0.105
H -5.973 0.847 -2.819 0.8 0.1 0.4 0.131
H 2.027 0.598 -4.989 -0.3 -0.1 0.1 0.085
H -3.136 3.764 -1.456 0.1 -0.1 0.3 0.118
H -2.104 0.506 3.596 -0.1 0.1 0.1 0.102
H -4.708 -5.150 0.001 0.2 0.2 -0.2 0.121
H 6.381 -3.272 -0.656 -0.1 0.0 0.0 0.124
H -2.655 2.645 -5.742 0.0 -0.3 -0.2 0.131
H 0.389 1.947 -0.373 1.4 -1.2 -1.1 0.061
H 0.301 0.557 3.965 0.3 0.2 0.3 0.099
H 4.879 4.436 -4.575 0.1 0.0 -0.2 0.124
H -0.704 -1.621 3.817 0.0 -0.4 0.2 0.102
H 2.164 2.268 -0.691 -0.4 -0.8 -0.2 0.042
H 4.746 0.632 -1.430 0.3 -0.2 0.1 0.111
H 0.101 0.389 -6.853 0.0 -0.2 -0.4 0.123
H 4.086 -4.229 -0.679 0.0 0.1 0.0 0.120
H -1.919 1.502 2.131 -0.1 -0.3 0.2 0.100
H -2.481 -0.743 -3.953 0.1 -0.1 0.3 0.097
H 1.703 0.736 0.119 -0.5 0.5 -0.5 0.020
H 3.147 4.694 -2.796 -0.2 0.3 -0.3 0.126
H -1.823 1.271 -6.533 -0.3 0.0 0.1 0.112
H -5.370 3.240 -2.418 0.4 -0.4 0.2 0.127
H 5.388 2.132 -5.398 0.1 0.1 0.4 0.126
H -4.005 -5.179 -2.398 0.3 0.2 0.3 0.121
H -0.447 -2.711 -3.241 0.4 0.7 0.0 0.090
H 1.889 -2.145 -3.658 0.0 0.4 -0.1 0.116
H -1.497 2.006 -1.066 0.0 -0.1 0.2 0.072
H 4.625 0.173 -4.102 -0.3 0.4 -0.1 0.134
H -4.367 -0.953 -2.288 0.1 0.0 -0.1 0.115
H -2.384 -1.575 0.591 -0.3 -0.4 -0.1 0.066
H 2.134 -2.773 -1.197 0.3 0.0 0.1 0.105
H -2.357 -3.499 -3.240 -0.3 -0.1 0.2 0.105
H 1.304 2.896 -4.580 0.1 -0.4 0.0 0.092
H 6.688 -0.822 -0.901 0.1 -0.1 0.1 0.120
H 1.677 2.837 -2.371 0.7 -0.1 -0.1 0.078
H -3.830 -3.352 1.528 0.0 -0.2 -0.3 0.121
H -0.108 2.905 -6.697 -0.1 0.2 -0.1 0.128
H 1.011 -0.981 -6.181 -0.3 0.2 -0.4 0.126
H -2.771 -0.067 2.052 0.1 0.2 0.1 0.090
H -2.423 1.757 -3.654 -0.3 -0.4 -0.2 0.101

=====

(2)
106
Properties=species:S:1:pos:R:3:forces:R:3:lowdin_charge:R:1 method="wB97M-V/def2-TZVPD" multiplicity=2 homo_energy_ev="-1.335 / -1.330" s2=0.754 energy_ev=-153872.0991 e_above_lowest_kcal_mol=0.00 total_charge=-2
Cs 0.540 -1.234 -2.860 -0.3 0.4 -0.4 0.991
Sb 4.490 0.142 -3.380 -0.2 0.2 0.2 1.340
Ge -2.252 2.594 -4.879 -0.1 0.0 0.0 0.596
P 2.599 -1.190 2.252 0.0 0.0 0.0 1.085
P -0.821 1.750 1.575 0.1 -0.1 -0.1 1.077
F 4.951 1.735 -2.459 0.0 0.0 0.0 -0.373
F 5.995 0.327 -4.512 0.0 -0.1 0.0 -0.378
F 3.452 1.150 -4.592 0.0 0.0 0.1 -0.364
F 5.533 -0.831 -2.136 0.0 -0.1 0.0 -0.375
F 3.938 -1.459 -4.227 0.1 0.0 -0.1 -0.380
F 2.964 -0.082 -2.238 0.6 0.3 0.1 -0.544
O -4.000 -6.151 -3.915 0.0 0.0 -0.1 -0.097
O -0.751 -4.020 1.039 0.0 0.1 0.0 -0.062
O 0.125 -3.957 -3.042 -0.1 -0.5 -0.1 -0.291
N -1.614 -1.024 -0.737 -0.3 -0.1 0.3 0.092
N -2.864 -2.499 2.164 0.3 -0.2 0.1 0.186
N -5.010 -1.651 2.335 0.0 0.1 0.0 0.124
N -3.742 -1.009 0.545 0.1 -0.1 0.2 0.113
C -3.393 2.912 -3.284 0.0 0.0 0.0 -0.258
C -2.598 -1.055 -0.128 0.1 0.1 -0.1 -0.352
C -3.530 1.949 -6.268 0.0 0.0 0.0 -0.264
C 3.705 1.247 3.352 0.0 0.0 0.0 -0.122
C 5.376 2.507 2.159 0.0 0.0 0.0 -0.098
C 0.837 -1.946 4.297 0.0 -0.1 0.1 -0.103
C 4.571 0.425 1.270 0.0 0.0 0.0 -0.092
C 2.038 3.466 -1.619 0.0 0.0 0.0 -0.072
C 0.500 -2.329 5.587 0.0 0.0 0.0 -0.093
C 3.068 -1.465 5.028 0.0 0.0 0.0 -0.112
C -1.223 -4.637 -1.184 -0.1 -0.1 -0.1 -0.115
C 5.392 1.540 1.165 0.0 0.0 -0.1 -0.073
C 2.248 3.760 -0.275 0.0 0.0 0.0 -0.084
C -3.748 -6.079 -5.302 0.0 0.0 0.0 -0.106
C -0.958 3.148 2.762 0.0 0.0 0.1 -0.392
C -1.335 5.327 4.493 0.0 0.0 0.0 -0.117
C -1.863 -5.095 -3.512 0.0 0.0 0.0 0.039
C 0.918 2.749 -2.004 0.0 -0.1 0.0 -0.072
C 1.082 -0.361 1.591 -0.4 0.1 0.0 -0.397
C -0.899 -4.536 -2.591 0.0 0.0 0.1 -0.411
C -0.594 3.068 4.105 0.0 0.0 0.0 -0.101
C 3.712 0.267 2.356 0.0 0.0 0.0 -0.378
C 1.439 -2.272 6.607 0.0 0.0 0.0 -0.113
C -0.341 -4.199 -0.125 0.0 0.1 0.2 -0.401
C 0.022 2.285 -1.045 0.0 0.0 0.1 -0.102
C -3.370 -5.683 -1.704 -0.1 -0.1 -0.1 -0.046
C -0.783 4.146 4.962 0.0 0.0 0.0 -0.105
C -0.884 1.334 -4.450 0.1 -0.1 0.0 -0.387
C 2.125 -1.495 3.998 0.0 0.0 -0.1 -0.378
C -1.525 4.342 2.306 0.0 0.0 0.0 -0.105
C 1.139 -4.020 -0.348 0.1 -0.1 -0.1 -0.014
C 0.486 0.750 2.454 0.0 0.1 -0.1 -0.412
C 2.728 -1.842 6.319 0.0 0.0 0.0 -0.103
C 0.239 2.554 0.306 0.0 -0.1 0.1 -0.389
C 4.533 2.355 3.255 0.0 0.0 0.0 -0.098
C -3.043 -5.631 -3.082 0.0 0.0 0.1 -0.295
C -3.820 -1.716 1.639 0.0 0.2 -0.3 -0.516
C 1.351 3.314 0.681 0.0 -0.1 0.0 -0.103
C -2.469 -5.185 -0.808 0.1 0.0 0.1 -0.048
C -1.705 5.420 3.155 0.0 0.0 0.0 -0.099
C -1.789 4.434 -5.523 0.0 0.0 0.0 -0.267
H -2.674 4.991 -5.847 0.0 0.0 0.0 -0.011
H -4.318 2.689 -6.439 0.0 0.0 0.0 -0.007
H 2.761 3.779 -2.362 0.0 0.0 0.0 0.104
H -2.851 -6.643 -5.576 0.0 0.0 0.0 0.089
H -4.312 -6.118 -1.400 0.0 0.0 0.0 0.096
H 0.735 2.500 -3.042 0.0 0.0 0.0 0.062
H -2.133 6.339 2.774 0.0 0.0 0.0 0.096
H 1.529 3.537 1.729 0.0 0.0 0.0 0.100
H -2.689 -5.225 0.253 0.0 0.0 0.0 0.104
H 4.513 3.111 4.032 0.0 0.0 0.0 0.095
H -3.140 -3.147 2.883 0.0 0.0 0.0 0.104
H 1.454 -4.219 -1.366 -0.1 -0.1 0.0 0.062
H -0.487 4.062 6.001 0.0 0.0 0.0 0.093
H -3.990 1.010 -5.952 0.0 0.0 0.0 -0.002
H -1.092 4.370 -6.362 0.0 0.0 0.0 -0.006
H 4.593 -0.329 0.492 0.0 0.0 -0.1 0.093
H 1.175 -2.570 7.614 0.0 0.0 0.0 0.090
H -4.925 -1.735 3.335 0.0 0.0 0.0 0.086
H -5.567 -0.861 2.047 0.0 0.0 0.0 0.094
H 1.648 -4.694 0.346 0.0 0.1 0.1 0.088
H -0.151 2.159 4.492 0.0 0.0 0.0 0.089
H -3.699 1.947 -2.872 0.0 0.0 0.0 0.002
H -1.474 6.170 5.159 0.0 0.0 0.0 0.089
H 0.043 0.307 3.349 0.0 0.1 0.0 0.056
H 3.126 4.317 0.031 0.0 0.0 0.0 0.096
H -4.614 -6.516 -5.796 0.0 0.0 0.0 0.081
H 3.477 -1.805 7.102 0.0 0.0 0.0 0.094
H -1.301 4.997 -4.722 0.0 0.0 0.0 -0.007
H 1.265 1.446 2.774 0.0 0.0 0.0 0.048
H -0.504 -2.687 5.783 0.0 0.0 0.0 0.096
H 0.086 -2.033 3.520 0.1 0.0 -0.1 0.095
H -3.625 -5.045 -5.633 0.0 0.0 0.0 0.094
H -1.810 4.423 1.263 0.0 0.0 0.0 0.107
H -2.809 3.432 -2.519 0.0 0.0 0.0 -0.008
H -0.824 1.683 -1.362 0.0 0.0 0.0 0.076
H -4.287 3.505 -3.502 0.0 0.0 0.0 -0.004
H -2.060 -2.838 1.615 -0.1 0.0 -0.1 0.061
H 6.030 1.641 0.296 0.0 0.0 0.0 0.104
H 0.314 -1.113 1.377 0.1 -0.1 0.0 0.051
H 6.013 3.380 2.084 0.0 0.0 0.0 0.095
H 4.081 -1.147 4.815 0.0 0.0 0.0 0.101
H -1.602 -5.012 -4.556 0.0 0.0 0.0 0.102
H 3.045 1.148 4.205 0.0 0.0 0.0 0.097
H 1.441 -3.006 -0.080 -0.1 0.0 0.1 0.050
H 1.380 0.023 0.611 0.1 0.0 0.0 0.072
H 0.068 1.666 -4.910 0.0 0.0 -0.1 -0.148
H -3.008 1.771 -7.211 0.0 0.0 0.0 -0.005

=====

(3)
103
Properties=species:S:1:pos:R:3:forces:R:3:lowdin_charge:R:1 method="wB97M-V/def2-TZVPD" multiplicity=6 homo_energy_ev="-3.059 / -3.344" s2=8.917 energy_ev=-104046.5459 e_above_lowest_kcal_mol=125.11 total_charge=-1
Te 0.453 -3.450 0.415 0.7 -1.2 -0.7 1.324
Mn 0.106 0.488 0.078 1.6 0.4 0.7 0.928
O -2.558 5.346 -1.465 -0.3 0.2 0.6 -0.128
O 0.851 -1.976 2.614 0.1 0.4 0.5 -0.142
O 0.231 5.972 0.159 0.1 -0.8 -0.1 -0.108
O -2.754 1.158 -2.223 0.0 -0.3 0.9 -0.125
O -0.285 2.409 2.742 -0.1 0.3 0.1 0.040
N 0.299 0.237 2.325 -0.4 0.2 -1.3 0.099
N -0.979 3.731 0.120 -0.6 -0.1 0.1 0.176
N -2.046 -2.597 -1.706 0.0 -0.2 -0.8 -0.084
N -3.378 -3.565 -0.325 0.5 0.8 0.6 -0.129
N -1.792 -1.996 -0.568 -0.1 0.4 0.6 -0.134
N -3.204 3.020 0.305 0.8 -0.8 0.1 0.182
N -2.925 -3.499 -1.629 -0.4 -0.7 -0.9 0.003
N -1.488 1.485 0.119 -0.9 0.6 0.0 0.004
C -2.704 -2.527 0.395 0.0 -0.5 0.2 -0.357
C 5.230 0.159 -1.061 -0.2 -0.1 0.0 -0.045
C -2.510 0.518 0.062 -1.2 -0.1 0.2 -0.300
C 0.165 -0.641 4.523 0.1 0.0 -0.1 -0.091
C -3.228 0.398 -1.166 0.4 0.1 -0.2 -0.235
C 0.850 7.223 0.247 0.1 0.3 0.0 -0.097
C 6.601 0.245 -0.935 0.2 0.0 0.0 -0.101
C -0.005 1.290 3.129 -0.1 0.0 0.3 -0.512
C 6.510 -1.122 1.028 0.2 0.0 0.1 -0.096
C 4.465 -0.559 -0.128 0.6 0.1 0.0 -0.244
C 0.394 3.620 -0.100 0.0 -0.6 -0.1 -0.164
C 5.135 -1.207 0.917 -0.2 0.0 -0.1 -0.030
C -3.953 4.173 0.192 -0.1 0.7 -0.2 -0.152
C -4.420 -0.333 -1.181 -0.1 0.2 -0.2 -0.038
C 7.251 -0.393 0.110 0.0 0.0 0.0 -0.112
C -4.551 6.336 -0.690 0.0 0.0 0.1 -0.013
C 1.043 4.875 -0.098 0.1 0.0 0.0 -0.201
C 3.052 -0.528 -0.194 -1.9 0.2 -0.2 -0.126
C -5.982 5.297 0.908 -0.1 -0.1 0.0 -0.097
C 2.397 4.954 -0.340 -0.1 0.2 0.1 -0.041
C -2.904 -0.182 1.168 0.1 0.0 -0.1 -0.014
C 0.255 -5.068 -1.044 0.0 0.2 0.2 -0.439
C -4.753 -1.102 -0.107 0.0 0.0 0.1 -0.060
C 2.446 -4.124 0.904 -0.4 0.0 0.1 -0.435
C -3.742 -1.372 0.940 -0.2 0.6 0.2 -0.234
C -5.919 -4.566 -1.102 0.0 -0.2 0.2 -0.086
C 1.062 2.396 -0.318 0.1 0.8 0.0 -0.033
C 1.840 -0.312 -0.247 2.1 -0.6 0.0 -0.132
C 2.435 2.566 -0.601 -0.2 -0.5 -0.1 -0.111
C -5.337 -5.020 0.231 0.1 0.1 0.0 -0.408
C -5.689 6.375 0.091 0.0 0.1 -0.1 -0.098
C -5.997 -4.300 1.404 0.1 -0.2 -0.2 -0.075
C 3.089 3.780 -0.597 -0.1 0.0 0.0 -0.091
C -3.122 0.736 -3.510 -0.2 -0.1 -0.3 -0.089
C -5.132 4.216 0.948 0.2 0.0 0.0 -0.015
C -3.679 5.257 -0.661 0.1 -0.1 -0.2 -0.221
C 0.494 -0.888 3.040 0.2 -0.6 0.6 -0.510
C 0.061 0.871 4.604 -0.1 0.1 -0.1 -0.096
C -1.857 2.729 0.152 -0.2 1.0 0.3 -0.321
C -3.806 -4.823 0.209 -0.1 -0.3 -0.1 -0.155
C -2.524 4.476 -2.582 0.0 -0.2 -0.3 -0.050
H -2.417 -0.037 2.123 0.1 0.1 0.0 0.109
H -2.409 1.198 -4.194 -0.1 0.0 0.0 0.091
H -3.325 4.728 -3.289 0.0 0.0 0.1 0.097
H -5.780 -3.239 1.362 0.0 0.2 0.1 0.045
H -0.813 1.236 5.144 0.0 0.1 -0.1 0.110
H 3.032 -4.226 -0.003 0.0 0.1 -0.2 -0.009
H -5.637 -4.698 2.351 0.1 0.0 0.1 0.074
H 1.301 7.526 -0.705 0.0 -0.1 0.0 0.094
H 2.862 -3.339 1.516 0.1 0.2 0.2 -0.047
H -3.712 2.240 0.712 0.1 -0.1 -0.2 0.140
H 1.615 7.236 1.031 0.0 0.0 0.0 0.096
H -5.458 -5.121 -1.916 0.0 0.0 -0.2 0.073
H 4.558 -1.763 1.642 0.0 0.0 0.0 0.103
H -2.607 3.424 -2.302 0.0 0.1 0.0 0.071
H -4.184 -1.766 1.860 0.1 0.0 -0.1 0.122
H -3.065 -0.352 -3.595 0.0 0.0 0.0 0.095
H 8.326 -0.321 0.208 0.0 0.0 0.0 0.092
H -1.561 4.651 -3.057 0.0 -0.1 0.0 0.100
H 0.916 -1.088 5.173 0.0 0.0 -0.1 0.111
H -1.308 4.677 0.258 -0.1 -0.2 -0.1 0.140
H 3.025 1.699 -0.832 0.0 -0.1 0.1 0.040
H 4.732 0.658 -1.881 -0.1 0.0 0.0 0.111
H 0.112 -6.028 -0.552 0.0 0.0 0.1 -0.021
H -3.410 -4.927 1.226 0.1 0.0 -0.1 0.122
H -6.998 -4.708 -1.132 -0.1 0.0 0.0 0.069
H 7.176 0.826 -1.644 0.0 0.0 -0.1 0.096
H 0.948 1.328 5.046 0.0 0.0 0.0 0.116
H 2.465 -5.060 1.452 -0.1 -0.1 0.1 -0.013
H -5.098 -0.256 -2.022 0.0 0.0 0.0 0.111
H -5.506 -6.096 0.350 0.0 0.0 0.0 0.123
H 7.018 -1.616 1.846 0.0 -0.1 0.0 0.097
H -0.595 -4.876 -1.688 -0.2 0.1 0.0 -0.043
H -5.365 3.367 1.577 0.0 0.0 0.1 0.118
H -2.195 -2.881 1.308 -0.2 0.0 0.0 0.081
H -4.311 7.146 -1.360 0.1 0.1 -0.1 0.118
H -6.347 7.227 0.050 -0.1 0.1 0.0 0.096
H 4.155 3.820 -0.781 0.0 0.0 -0.1 0.099
H -4.136 1.081 -3.753 0.1 -0.1 -0.1 0.088
H -5.703 -1.611 -0.074 -0.1 -0.1 -0.1 0.081
H 0.060 7.928 0.504 0.0 0.0 0.0 0.092
H -7.079 -4.425 1.382 -0.1 0.0 0.0 0.071
H -6.876 5.293 1.512 -0.1 0.0 0.1 0.100
H -3.370 -5.614 -0.416 0.0 0.1 0.1 0.118
H -0.793 -1.124 4.730 0.1 -0.1 0.0 0.116
H 2.917 5.898 -0.343 0.0 0.1 0.0 0.097
H -5.691 -3.515 -1.255 0.0 0.1 -0.1 0.051
H 1.148 -5.120 -1.657 0.2 0.1 -0.1 -0.022